A molecular structure, C39H39InN3O9S2 in a non-equilibrium geometry, computed with the ωB97M-V functional and the def2-TZVPD basis.

Calculated values
Charge: +1
Energy relative to the best compared isomer or geometry (same formula, charge and spin) (kJ/mol): 129.5
Orbital gap (eV): 9.191
Electronic energy (eV): -90812.7303
E_HOMO (eV): -11.673

Geometry (Å):
In1 -0.2102 -0.8061 0.2053
C1 2.9876 0.0403 -2.0164
O1 2.1523 0.9054 -1.2581
C2 1.8028 2.0534 -2.0021
C3 1.1097 3.0342 -1.0812
O2 0.0176 2.4565 -0.3884
C4 -1.2480 2.8589 -0.8626
C5 -1.7134 2.0515 -2.0501
O3 -1.7908 0.6858 -1.6969
C6 -2.2875 -0.0935 -2.7760
H1 3.9462 0.5263 -2.2229
H2 2.5065 -0.2296 -2.9620
H3 3.1439 -0.8579 -1.4284
H4 1.1624 1.7730 -2.8482
H5 2.7087 2.5341 -2.3931
H6 0.7862 3.9066 -1.6560
H7 1.8277 3.3647 -0.3278
H8 -1.2325 3.9206 -1.1275
H9 -1.9475 2.7142 -0.0395
H10 -1.0376 2.1969 -2.9035
H11 -2.7115 2.4041 -2.3396
H12 -3.2244 0.3314 -3.1484
H13 -2.4660 -1.0915 -2.3854
H14 -1.5619 -0.1462 -3.5936
C7 0.0749 -5.7684 -6.6195
C8 0.1674 -5.0920 -5.2817
C9 1.3956 -4.6634 -4.7843
C10 1.4839 -4.0408 -3.5507
C11 0.3286 -3.8544 -2.8113
C12 -0.9072 -4.2818 -3.2749
C13 -0.9787 -4.9025 -4.5080
S1 0.3950 -2.9688 -1.2966
O4 1.7053 -3.0462 -0.6925
O5 -0.6872 -3.3886 -0.4333
O6 0.1234 -1.5316 -1.7206
H15 1.0133 -5.6865 -7.1639
H16 -0.7208 -5.3311 -7.2223
H17 -0.1566 -6.8268 -6.4884
H18 2.2912 -4.8204 -5.3714
H19 2.4290 -3.7017 -3.1468
H20 -1.7830 -4.1248 -2.6588
H21 -1.9338 -5.2480 -4.8830
O7 1.3763 -0.4071 1.5938
S2 1.8695 0.9602 2.0723
C14 1.8446 0.7847 3.8614
C15 1.7960 1.9407 4.6239
C16 1.7107 1.8359 6.0021
C17 1.6762 0.5838 6.6001
C18 1.7306 -0.5656 5.8243
C19 1.8134 -0.4691 4.4438
C20 3.6607 0.7597 1.9242
C21 4.1760 -0.4829 1.5962
C22 5.5510 -0.6527 1.5384
C23 6.3935 0.4189 1.7973
C24 5.8653 1.6686 2.0883
C25 4.4914 1.8459 2.1510
H22 1.7958 2.9081 4.1376
H23 1.6560 2.7310 6.6067
H24 1.6032 0.5011 7.6761
H25 1.7067 -1.5408 6.2920
H26 1.8450 -1.3544 3.8213
H27 3.5018 -1.3000 1.3798
H28 5.9562 -1.6262 1.2970
H29 7.4655 0.2780 1.7674
H30 6.5238 2.5070 2.2697
H31 4.0727 2.8197 2.3795
O8 -1.0348 1.8326 2.7300
C26 -1.8873 1.1070 2.2754
N1 -1.7045 0.1832 1.2689
C27 -2.8721 -0.4556 0.9408
O9 -2.9045 -1.3282 0.0906
C28 -3.9408 0.0766 1.8290
C29 -5.2728 -0.2506 1.9614
C30 -5.9908 0.3827 2.9743
C31 -5.3847 1.3067 3.8141
C32 -4.0408 1.6466 3.6636
C33 -3.3349 1.0191 2.6617
H32 -5.7342 -0.9801 1.3094
H33 -7.0340 0.1362 3.1177
H34 -5.9620 1.7617 4.6076
H35 -3.5610 2.3634 4.3165
N2 -3.9138 -4.1094 4.7689
C34 -2.9122 -3.9764 4.2227
C35 -1.6708 -3.8045 3.5346
C36 -0.6624 -4.7624 3.6036
C37 0.5229 -4.5155 2.9359
C38 0.6529 -3.3459 2.2066
N3 -0.3256 -2.4420 2.1170
C39 -1.4546 -2.6580 2.7766
H36 -0.8157 -5.6674 4.1751
H37 1.3342 -5.2279 2.9725
H38 1.5614 -3.1229 1.6671
H39 -2.2170 -1.8936 2.7243